Here is C14H17F3FeN2O3S as an isolated structure from the OMol25 dataset. Energies are from wB97M-V/def2-TZVPD.

The geometry in XYZ format:
```
41
Properties=species:S:1:pos:R:3:mulliken_charge:R:1
C -0.759 1.420 2.108 -1.46
C -0.770 -1.345 2.198 -0.81
H 0.243 1.769 2.363 0.38
H -1.266 1.023 2.989 0.49
H -1.367 2.218 1.668 0.48
H -0.479 -2.324 1.805 0.24
H -0.092 -1.068 3.004 0.14
H -1.806 -1.358 2.542 0.38
C -0.038 2.636 -0.942 -0.18
C 0.320 3.434 -2.022 -0.80
C 0.552 2.822 -3.252 -0.44
C 0.419 1.443 -3.353 -0.93
H -0.212 3.056 0.043 0.31
H 0.422 4.506 -1.893 0.41
H 0.842 3.408 -4.118 0.43
H 0.612 0.949 -4.298 0.32
N -0.173 1.308 -1.039 0.52
C 0.054 0.699 -2.226 0.66
C -0.079 -0.771 -2.242 0.79
N -0.347 -1.364 -1.054 0.41
C -0.467 -2.695 -0.996 -0.07
C -0.049 -2.917 -3.340 -0.44
C -0.324 -3.513 -2.111 -0.83
H -0.678 -3.107 -0.015 0.27
H -0.424 -4.588 -2.010 0.41
C 0.071 -1.535 -3.405 -0.89
H 0.280 -1.054 -4.353 0.34
H 0.069 -3.519 -4.235 0.43
Fe -0.526 -0.012 0.663 0.69
C -2.592 0.021 0.474 -1.35
H -2.927 -1.015 0.371 0.31
H -2.826 0.592 -0.429 0.29
H -3.048 0.483 1.350 0.41
F 2.916 0.354 4.939 -0.19
C 1.875 -0.131 4.170 0.52
F 1.761 -1.489 4.408 -0.18
F 0.721 0.521 4.562 -0.18
S 2.250 0.184 2.393 0.97
O 2.848 1.594 2.282 -0.62
O 3.554 -0.590 2.148 -0.67
O 1.438 -0.042 0.852 -0.55
```

Results
2S+1: 5
calculated total energy: -77284.3999 eV
lowest unoccupied orbital energy (spin up / spin down): -1.1 / -1.2 eV
highest occupied orbital energy (spin up / spin down): -6.254 / -8.735 eV
expectation value of S²: 6.205
relative energy (zero: lowest compared OMol25 entry of this formula, charge and spin): 309.2 kJ/mol